Density functional theory data (ωB97M-V/def2-TZVPD) for a molecular structure, C39H29Cl5GeMgN4O4P.

Computed properties:
Charge: 0
HOMO-LUMO gap (alpha / beta), eV: 7.22 / 4.93
Lowest unoccupied orbital energy (alpha / beta), eV: -0.25 / -2.53
Energy relative to the best compared isomer or geometry (same formula, charge and spin), eV: 0.0000
Calculated total energy, Eh: -6943.2448
Spin multiplicity: 2

Last column: Mulliken spin population.
CARTESIAN COORDINATES (ANGSTROEM)
Mg: 0.0526 0.0987 0.7428  0.065
N: 0.0501 -2.6319 2.6838  0.000
P: -1.2506 -1.5847 2.3936  -0.004
C: -2.6913 -2.6860 2.2426  0.000
C: -2.5748 -4.0654 2.1169  0.000
C: -3.7058 -4.8468 1.9169  0.000
C: -4.9561 -4.2543 1.8355  0.000
C: -5.0769 -2.8748 1.9487  0.000
C: -3.9509 -2.0931 2.1452  0.000
C: -1.5378 -0.7135 3.9659  0.000
C: -2.0769 0.5692 3.8634  0.002
C: -2.2790 1.3392 5.0000  0.000
C: -1.9312 0.8380 6.2456  0.000
C: -1.3929 -0.4372 6.3544  0.000
C: -1.2024 -1.2122 5.2206  0.000
C: 1.1333 -2.7311 1.8212  0.014
C: 2.1274 -3.6868 2.0569  0.002
C: 3.1480 -3.8153 1.1449  -0.001
C: 3.1604 -3.0129 0.0058  0.009
C: 2.1516 -2.0887 -0.1364  0.024
N: 1.1709 -1.9251 0.7626  0.010
H: 0.1467 -3.1486 3.5439  0.000
H: -1.5984 -4.5311 2.1662  0.000
H: -3.6064 -5.9204 1.8223  0.000
H: -5.8361 -4.8640 1.6781  0.000
H: -6.0506 -2.4075 1.8787  0.000
H: -4.0494 -1.0157 2.2193  0.000
H: -2.3151 0.9769 2.8851  -0.001
H: -2.6893 2.3365 4.9080  0.000
H: -2.0714 1.4433 7.1319  0.000
H: -1.1150 -0.8281 7.3247  0.000
H: -0.7709 -2.2002 5.3271  0.000
H: 2.0822 -4.3043 2.9441  0.000
H: 3.9295 -4.5455 1.3104  0.000
H: 3.9324 -3.0985 -0.7444  0.000
H: 2.1066 -1.4395 -1.0026  -0.024
O: 0.2819 2.1230 1.5000  0.064
C: 0.7938 1.6673 2.5528  0.037
N: 1.1239 0.3754 2.6225  0.045
C: 1.6674 0.1148 3.8777  -0.012
O: 2.0793 -0.9490 4.2736  0.001
C: 1.6212 1.4061 4.6616  0.013
C: 1.9764 1.6984 5.9581  -0.001
C: 1.7716 3.0066 6.3968  0.003
C: 1.2330 3.9749 5.5551  -0.002
C: 0.8770 3.6696 4.2426  0.005
C: 1.0822 2.3727 3.8264  0.017
H: 2.3940 0.9396 6.6067  0.000
H: 2.0367 3.2787 7.4103  0.000
H: 1.0900 4.9803 5.9289  0.000
H: 0.4552 4.4127 3.5790  0.000
Cl: 3.4391 2.8936 0.6685  0.100
Ge: 1.9860 1.9701 -0.6230  0.471
Cl: 3.0878 1.0304 -2.2402  0.130
Cl: 0.7170 3.4383 -1.4963  0.103
Cl: -1.2375 3.4340 -4.5973  0.001
C: 0.0001 2.3164 -5.0651  -0.001
C: 1.0405 2.8043 -5.8399  0.001
C: 2.1019 1.9845 -6.1771  -0.002
C: 2.1212 0.6708 -5.7404  0.003
C: 1.0656 0.1880 -4.9930  -0.001
Cl: 1.1198 -1.4605 -4.4478  0.000
C: -0.0358 0.9788 -4.6333  0.000
N: -1.0247 0.4360 -3.8189  -0.002
C: -2.3995 0.4773 -4.0279  -0.001
C: -2.9366 0.9098 -5.2404  0.000
C: -4.3051 0.9912 -5.4250  0.000
C: -5.1693 0.6234 -4.4082  0.000
C: -4.6364 0.1330 -3.2261  0.000
C: -3.2670 0.0313 -3.0166  0.001
C: -2.7955 -0.7098 -1.7821  0.004
C: -1.6936 -0.1179 -0.9202  -0.019
O: -1.9535 0.6104 0.0632  -0.002
O: -0.4838 -0.4852 -1.1442  -0.051
H: 1.0163 3.8398 -6.1486  0.000
H: 2.9183 2.3715 -6.7709  0.000
H: 2.9446 0.0123 -5.9785  0.001
H: -0.6824 -0.1546 -3.0731  -0.002
H: -2.2690 1.1883 -6.0444  0.000
H: -4.6929 1.3442 -6.3720  0.000
H: -6.2407 0.6893 -4.5396  0.000
H: -5.3024 -0.2046 -2.4402  0.000
H: -2.4409 -1.7012 -2.0813  0.000
H: -3.6546 -0.8443 -1.1265  -0.001

---

Density functional theory data (ωB97M-V/def2-TZVPD) for 4 unconnected molecules or ions with the total composition C39H29F7O9S.

Computed properties:
Charge: 0
HOMO-LUMO gap, eV: 6.93
Lowest unoccupied orbital energy, eV: -1.86
Energy relative to the best compared isomer or geometry (same formula, charge and spin), eV: 0.0000
Calculated total energy, Eh: -3277.7719
Spin multiplicity: 1
SMILES: C#CCCCc1ccc2c(c1C(F)(F)C(F)(F)C(F)(F)F)C(=O)C(O)=C(CSCC)C2=O.O=C1C=CC(=O)C=C1.O=C1C=CC(=O)C=C1.O=C1C=CC(=O)C=C1

Last column: Mulliken charge in e.
CARTESIAN COORDINATES (ANGSTROEM)
C: -2.6970 -3.3170 0.5688  0.058
C: -1.5578 -3.2536 0.8868  -0.714
C: -0.1740 -3.1034 1.3141  -0.849
C: 0.0239 -1.7092 1.9625  -0.388
C: 0.8566 -0.7088 1.1072  -0.346
C: 0.0242 0.5023 0.7060  0.946
C: -0.1480 1.4941 1.6775  -0.629
C: -0.8673 2.6417 1.4155  -1.504
C: -1.4111 2.8191 0.1552  0.873
C: -1.2310 1.8801 -0.8402  -0.123
C: -0.5268 0.6824 -0.5848  -0.243
C: -0.3771 -0.3752 -1.6648  0.796
F: -1.4622 -0.4112 -2.4725  -0.327
F: -0.3116 -1.6256 -1.1461  -0.245
C: 0.8896 -0.1824 -2.6088  0.969
F: 1.6553 0.8214 -2.1280  -0.316
F: 0.5262 0.1356 -3.8555  -0.328
C: 1.7743 -1.4459 -2.7512  0.505
F: 2.3846 -1.7917 -1.6199  -0.221
F: 2.7452 -1.1456 -3.6517  -0.298
F: 1.0837 -2.4687 -3.2517  -0.267
C: -1.8206 2.2643 -2.1656  0.133
O: -1.2933 2.0913 -3.2296  -0.561
C: -3.1224 2.9949 -2.0787  -0.112
O: -4.0517 2.7383 -3.0573  -0.573
C: -3.3105 3.8819 -1.0975  1.053
C: -4.5372 4.7190 -0.8912  -1.277
S: -5.7512 3.8344 0.1315  -0.151
C: -6.4424 2.5499 -0.9600  -0.378
C: -5.7727 1.1730 -0.7269  -0.955
C: -2.2041 4.0524 -0.1200  -0.140
O: -1.9891 5.1005 0.4340  -0.608
H: -3.7183 -3.2299 0.3038  0.472
H: 0.5106 -3.3042 0.4987  0.291
H: -0.0404 -3.8507 2.0948  0.460
H: 0.4969 -1.7831 2.9311  0.308
H: -0.9596 -1.2839 2.0939  0.527
H: 1.6525 -0.3181 1.7327  0.210
H: 1.3177 -1.1956 0.2674  0.045
H: 0.2979 1.3761 2.6461  0.644
H: -1.0013 3.4178 2.1529  0.549
H: -4.0525 3.5075 -3.6404  0.401
H: -4.2553 5.5726 -0.2858  0.394
H: -4.9558 5.0347 -1.8411  0.425
H: -6.2862 2.8546 -1.9871  0.212
H: -7.5025 2.4922 -0.7478  0.480
H: -5.2139 0.8758 -1.6090  0.188
H: -6.5560 0.4321 -0.5824  0.365
H: -5.1409 1.1830 0.1521  0.281
O: -3.9278 -0.4750 8.4899  -0.542
C: -3.2122 -0.3128 7.5271  0.266
C: -3.1057 -1.3420 6.4617  -0.415
C: -2.3171 -1.1629 5.4056  -0.252
C: -1.5122 0.0733 5.2489  0.204
O: -0.7954 0.2329 4.2810  -0.234
C: -1.6175 1.1031 6.3106  -0.446
C: -2.4059 0.9249 7.3669  -0.370
H: -3.7020 -2.2353 6.5960  0.429
H: -2.2261 -1.9003 4.6171  0.497
H: -1.0219 1.9971 6.1748  0.423
H: -2.4991 1.6627 8.1534  0.406
O: 3.5501 -1.9451 2.2750  -0.499
C: 4.4619 -1.3543 2.8140  0.420
C: 5.8254 -1.3439 2.2301  -0.417
C: 6.8245 -0.6961 2.8233  -0.377
C: 6.6169 0.0450 4.0931  0.332
O: 7.5254 0.6365 4.6327  -0.542
C: 5.2509 0.0344 4.6765  -0.410
C: 4.2527 -0.6136 4.0828  -0.209
H: 5.9551 -1.8893 1.3040  0.448
H: 7.8269 -0.6761 2.4153  0.399
H: 5.1205 0.5800 5.6023  0.416
H: 3.2492 -0.6337 4.4901  0.456
O: 5.1031 -4.2753 -6.4232  -0.538
C: 4.5354 -3.3607 -6.9810  0.175
C: 4.6925 -3.1337 -8.4399  -0.391
C: 4.0720 -2.1290 -9.0517  -0.427
C: 3.1948 -1.1932 -8.3026  0.207
O: 2.6293 -0.2798 -8.8633  -0.533
C: 3.0381 -1.4209 -6.8442  -0.165
C: 3.6593 -2.4259 -6.2324  -0.205
H: 5.3353 -3.8271 -8.9673  0.409
H: 4.1728 -1.9446 -10.1137  0.406
H: 2.3952 -0.7285 -6.3153  0.541
H: 3.5582 -2.6103 -5.1745  0.506